(1)
{"formula": "C2HNO3", "method": "ωB97M-V/def2-TZVPD", "symbols": ["C", "C", "N", "O", "O", "O", "H"], "coordinates": [[3.190, 0.763, 1.258], [3.254, -0.429, 0.217], [2.385, 1.410, 0.588], [0.658, -0.616, -0.270], [3.652, -1.493, -0.027], [2.467, 0.481, -0.501], [0.434, -0.684, -1.310]], "nbo_charge": [0.205, 0.749, -0.140, -0.502, -0.426, -0.322, 0.436], "homo_energy_ha": [-0.417, -0.399], "gap_ev": [9.0, 9.5]}

(2)
{"formula": "C2HNO3", "method": "ωB97M-V/def2-TZVPD", "symbols": ["O", "C", "N", "O", "C", "O", "H"], "coordinates": [[-1.345, -2.504, 3.640], [-1.030, -1.945, 2.674], [-1.124, -1.326, 1.651], [-0.269, -0.478, 0.931], [-0.590, -0.035, -0.272], [-1.606, 0.252, -0.777], [0.492, 0.241, -0.752]], "nbo_charge": [-0.463, 0.819, -0.289, -0.336, 0.663, -0.510, 0.116], "homo_energy_ha": -0.399, "smiles": "O=C=NOC=O", "gap_ev": 10.9}

List of relative energies, unit kcal/mol: (1) 122.2; (2) 0.0

(1)
{"formula": "H23O11", "method": "ωB97M-V/def2-TZVPD", "symbols": ["O", "H", "H", "O", "H", "H", "O", "H", "H", "O", "H", "H", "O", "H", "H", "O", "H", "H", "O", "H", "O", "H", "H", "O", "H", "H", "O", "H", "H", "O", "H", "H", "H", "H"], "coordinates": [[1.759, -1.956, -4.196], [1.627, -1.173, -3.618], [1.265, -2.580, -3.970], [0.017, 3.590, 0.390], [-0.781, 3.479, -0.022], [-0.095, 3.502, 1.313], [-2.980, 1.804, 1.547], [-1.121, 0.716, -2.220], [-0.067, -0.718, 1.978], [3.748, 1.419, 0.477], [3.439, 2.298, 0.530], [3.018, 0.805, -0.027], [3.598, -0.001, 2.600], [3.572, -0.932, 2.351], [3.782, 0.928, 1.509], [-2.426, -2.042, 0.097], [-3.107, -2.533, -0.137], [-3.765, 1.858, 2.179], [-0.907, -0.254, 2.171], [-2.730, 0.768, 1.698], [-2.811, 1.147, -2.175], [-2.871, 0.868, -1.331], [-3.396, 0.411, -2.598], [1.466, 0.074, -0.361], [0.809, 0.939, -0.596], [1.274, -0.418, -1.118], [-0.663, 0.241, -1.642], [0.762, -2.729, -0.529], [-1.263, -0.622, -1.626], [0.618, -2.828, 0.465], [-2.943, -1.756, 0.979], [-0.124, -3.379, 0.698], [2.800, -0.012, 3.245], [-1.506, -0.913, 1.940]], "nbo_charge": [-0.903, 0.461, 0.443, -0.952, 0.478, 0.477, -0.945, 0.486, 0.489, -0.847, 0.532, 0.569, -0.918, 0.516, 0.552, -0.917, 0.462, 0.476, -0.936, 0.466, -0.921, 0.467, 0.473, -0.986, 0.546, 0.489, -0.981, 0.482, 0.489, -0.971, 0.458, 0.490, 0.528, 0.450], "total_charge": 1, "homo_energy_ha": -0.515, "gap_ev": 10.7}

(2)
{"formula": "H23O11", "method": "ωB97M-V/def2-TZVPD", "symbols": ["O", "H", "H", "H", "O", "H", "H", "O", "H", "H", "O", "H", "H", "O", "H", "H", "O", "H", "H", "O", "H", "H", "O", "H", "H", "O", "H", "H", "O", "H", "H", "O", "H", "H"], "coordinates": [[-0.291, -0.131, 0.009], [-0.299, -1.147, -0.035], [0.402, 0.132, 0.679], [-1.137, 0.020, 0.337], [-2.067, -1.959, -0.871], [-3.028, -1.869, -0.964], [-1.799, -1.783, -1.672], [0.471, -2.729, 0.003], [1.227, -2.182, 0.302], [0.850, -2.693, -0.927], [-2.361, 1.191, 1.389], [-2.663, 2.053, 1.742], [-3.066, 0.768, 0.939], [1.340, -1.701, -1.847], [1.741, -2.169, -2.633], [2.159, -1.181, -1.786], [-1.606, -1.080, 2.470], [-2.009, -1.773, 3.048], [-1.817, -0.297, 3.001], [2.675, -1.193, 1.204], [3.388, -0.934, 0.697], [2.647, -0.663, 2.083], [0.686, 1.552, -2.189], [0.618, 2.547, -2.288], [0.805, 1.049, -2.911], [0.657, 1.076, 2.272], [1.408, 1.490, 2.639], [0.049, 1.441, 2.924], [2.221, 2.769, -0.262], [3.140, 2.726, -0.096], [1.990, 2.123, -0.840], [-2.273, 1.238, -1.888], [-1.330, 1.289, -2.284], [-2.726, 2.022, -2.242]], "nbo_charge": [-0.808, 0.565, 0.566, 0.556, -0.924, 0.480, 0.454, -0.946, 0.467, 0.478, -0.978, 0.497, 0.493, -0.924, 0.496, 0.487, -0.953, 0.483, 0.472, -0.965, 0.474, 0.506, -0.979, 0.517, 0.484, -0.946, 0.479, 0.488, -0.946, 0.469, 0.470, -0.977, 0.488, 0.477], "total_charge": 1, "homo_energy_ha": -0.507, "gap_ev": 10.7}

(3)
{"formula": "H23O11", "method": "ωB97M-V/def2-TZVPD", "symbols": ["O", "H", "H", "H", "O", "H", "H", "O", "H", "H", "O", "H", "H", "O", "H", "H", "O", "H", "H", "O", "H", "H", "O", "H", "H", "O", "H", "H", "O", "H", "H", "O", "H", "H"], "coordinates": [[0.212, 0.112, -0.303], [-0.451, -0.494, -0.625], [-0.315, 0.851, -0.132], [1.019, 0.367, -0.870], [2.936, 0.226, -0.265], [3.672, -0.345, -0.687], [3.005, 1.234, -0.050], [-0.564, -2.106, -0.993], [-0.149, -2.206, -1.864], [-0.637, -2.928, -0.645], [0.892, 1.088, -2.298], [0.032, 0.673, -2.595], [0.995, 1.954, -2.602], [1.437, -1.856, 1.550], [2.048, -1.486, 0.968], [1.924, -1.769, 2.465], [-0.638, 2.886, -0.106], [-1.026, 2.889, -0.926], [-0.346, 3.743, -0.040], [2.643, -2.506, -1.311], [3.542, -2.597, -1.140], [2.204, -2.003, -0.606], [-2.367, 0.125, -0.784], [-2.505, -0.759, -1.124], [-2.163, 0.518, -1.723], [-3.656, 1.563, 0.743], [-3.445, 1.063, 1.542], [-3.206, 1.067, -0.020], [-0.637, 1.094, 2.450], [-0.835, 1.938, 2.336], [0.220, 1.182, 2.840], [-1.624, -1.477, 2.223], [-1.553, -0.495, 2.560], [-0.663, -1.560, 2.024]], "nbo_charge": [-0.817, 0.550, 0.547, 0.574, -1.044, 0.533, 0.528, -0.958, 0.493, 0.510, -0.936, 0.481, 0.506, -0.946, 0.456, 0.493, -0.937, 0.463, 0.484, -0.933, 0.475, 0.462, -0.914, 0.516, 0.463, -0.983, 0.464, 0.471, -0.931, 0.474, 0.475, -0.978, 0.489, 0.470], "total_charge": 1, "homo_energy_ha": -0.476, "gap_ev": 9.0}

List of relative energies, unit kcal/mol: (1) 49.7; (2) 0.0; (3) 28.6

(1)
{"formula": "C4H14N4", "method": "ωB97M-V/def2-TZVPD", "symbols": ["C", "C", "C", "C", "N", "N", "N", "N", "H", "H", "H", "H", "H", "H", "H", "H", "H", "H", "H", "H", "H", "H"], "coordinates": [[-0.779, 0.424, -0.833], [0.545, 0.011, -0.113], [-1.600, -0.691, -1.420], [0.791, -0.758, 2.263], [0.064, -0.786, 1.005], [-1.508, 1.404, -0.224], [1.337, 1.148, 0.305], [1.304, -0.811, -1.041], [-0.080, -1.740, 0.699], [-0.094, 1.341, -1.925], [-0.958, 2.245, -0.038], [-2.412, 1.155, 0.159], [0.915, 1.638, 1.087], [1.385, 1.789, -0.507], [2.215, -0.983, -0.625], [1.456, -0.263, -1.888], [-2.475, -0.912, -0.807], [-1.941, -0.357, -2.401], [-1.048, -1.617, -1.528], [0.737, 0.244, 2.692], [0.300, -1.436, 2.961], [1.845, -1.046, 2.179]], "nbo_charge": [0.178, 0.347, -0.677, -0.398, -0.660, -0.885, -0.863, -0.860, 0.375, -0.042, 0.389, 0.393, 0.361, 0.373, 0.366, 0.366, 0.209, 0.235, 0.238, 0.184, 0.201, 0.171], "homo_energy_ha": -0.296, "gap_ev": 9.1}

(2)
{"formula": "C4H14N4", "method": "ωB97M-V/def2-TZVPD", "symbols": ["C", "C", "H", "H", "H", "H", "H", "H", "C", "C", "N", "N", "N", "N", "H", "H", "H", "H", "H", "H", "H", "H"], "coordinates": [[1.695, -0.957, -0.990], [2.182, 0.363, -0.859], [0.490, -1.001, -0.476], [2.191, -1.728, -0.398], [1.492, -1.311, -2.001], [2.159, 1.040, -1.703], [2.874, 0.614, -0.065], [0.661, 0.867, -0.062], [-0.425, 0.764, 0.388], [-0.803, -0.654, 0.175], [-1.799, -0.911, -0.789], [-0.240, 1.066, 1.800], [-1.224, 1.663, -0.432], [-0.887, -1.471, 1.321], [-1.798, -1.863, -1.133], [-1.752, -0.240, -1.545], [0.295, 1.917, 1.922], [-1.127, 1.153, 2.287], [-2.162, 1.779, -0.062], [-0.204, -1.195, 2.015], [-0.837, -2.462, 1.121], [-0.780, 2.570, -0.514]], "nbo_charge": [-0.544, -0.562, 0.152, 0.212, 0.212, 0.200, 0.200, 0.235, 0.001, 0.280, -0.829, -0.853, -0.853, -0.829, 0.365, 0.399, 0.365, 0.360, 0.360, 0.399, 0.365, 0.365], "homo_energy_ha": -0.241, "gap_ev": 7.6}

List of relative energies, unit kcal/mol: (1) 0.0; (2) 21.0

(1)
{"formula": "C4H14N4", "method": "ωB97M-V/def2-TZVPD", "symbols": ["C", "N", "C", "N", "H", "H", "H", "H", "H", "H", "C", "N", "C", "N", "H", "H", "H", "H", "H", "H", "H", "H"], "coordinates": [[0.359, 1.240, -1.806], [-0.638, 1.041, -0.763], [-1.676, 1.743, -0.738], [-2.042, 2.733, -1.719], [0.454, 0.300, -2.347], [1.317, 1.422, -1.323], [0.097, 2.036, -2.501], [-2.360, 1.646, 0.105], [-2.787, 2.387, -2.314], [-2.382, 3.570, -1.261], [-0.303, -0.868, 1.992], [0.191, -2.046, 1.284], [1.636, -2.212, 1.331], [2.350, -1.501, 0.277], [-1.387, -0.934, 2.049], [0.107, -0.779, 3.009], [-0.063, 0.015, 1.409], [-0.264, -2.886, 1.614], [1.857, -3.274, 1.247], [2.049, -1.874, 2.291], [1.926, -1.784, -0.607], [2.098, -0.516, 0.336]], "nbo_charge": [-0.458, -0.410, 0.259, -0.896, 0.206, 0.202, 0.204, 0.147, 0.377, 0.371, -0.427, -0.641, -0.057, -0.825, 0.197, 0.157, 0.214, 0.354, 0.178, 0.150, 0.350, 0.346], "homo_energy_ha": -0.317, "smiles": "C/N=C\\N.CNCN", "gap_ev": 9.5}

(2)
{"formula": "C4H14N4", "method": "ωB97M-V/def2-TZVPD", "symbols": ["C", "C", "C", "C", "N", "N", "N", "N", "H", "H", "H", "H", "H", "H", "H", "H", "H", "H", "H", "H", "H", "H"], "coordinates": [[0.691, -0.746, -0.215], [-0.062, 0.160, 0.563], [-2.851, -0.188, -0.296], [-0.326, 1.558, 0.105], [2.191, 0.405, 0.595], [-1.632, -0.943, -0.109], [3.001, 1.031, -0.359], [0.986, -2.038, 0.152], [2.672, -0.456, 0.851], [-1.744, -1.549, 0.705], [0.748, -0.559, -1.282], [-0.100, -0.019, 1.635], [2.727, 2.000, -0.461], [2.991, 0.580, -1.276], [0.696, -2.311, 1.081], [0.805, -2.743, -0.545], [-3.706, -0.854, -0.481], [-3.132, 0.469, 0.548], [-2.758, 0.445, -1.184], [-1.328, 1.872, 0.397], [-0.264, 1.647, -0.979], [0.397, 2.240, 0.555]], "nbo_charge": [0.148, 0.028, -0.428, -0.654, -0.565, -0.757, -0.665, -0.816, 0.324, 0.320, 0.206, 0.215, 0.340, 0.321, 0.377, 0.399, 0.192, 0.154, 0.181, 0.229, 0.213, 0.239], "homo_energy_ha": [-0.253, -0.253], "gap_ev": [7.9, 7.9]}

(3)
{"formula": "C4H14N4", "method": "ωB97M-V/def2-TZVPD", "symbols": ["C", "C", "C", "C", "N", "N", "N", "N", "H", "H", "H", "H", "H", "H", "H", "H", "H", "H", "H", "H", "H", "H"], "coordinates": [[-0.538, 0.274, 0.587], [-1.967, -0.590, 0.119], [2.444, 0.273, -0.102], [3.291, -0.882, -0.583], [0.127, -0.405, -0.369], [-0.858, 1.687, 0.539], [-3.006, -0.244, 1.036], [-2.362, -0.117, -1.187], [1.362, 0.172, -0.589], [-0.341, -0.004, 1.635], [-1.794, -1.668, 0.198], [-0.150, 2.245, 0.999], [-0.980, 1.986, -0.423], [-2.876, -0.678, 1.941], [-3.052, 0.765, 1.140], [-1.666, -0.339, -1.889], [-3.264, -0.500, -1.443], [2.328, 0.308, 0.979], [2.769, 1.247, -0.474], [3.341, -0.910, -1.672], [4.314, -0.792, -0.206], [2.880, -1.830, -0.234]], "nbo_charge": [0.054, 0.194, -0.470, -0.618, -0.479, -0.881, -0.812, -0.857, 0.242, 0.147, 0.182, 0.371, 0.379, 0.365, 0.385, 0.386, 0.375, 0.198, 0.204, 0.209, 0.209, 0.218], "homo_energy_ha": -0.302, "gap_ev": 8.3}

List of relative energies, unit kcal/mol: (1) 0.0; (2) 88.4; (3) 67.2

(1)
{"formula": "C5H12Si", "method": "ωB97M-V/def2-TZVPD", "symbols": ["C", "C", "C", "C", "C", "Si", "H", "H", "H", "H", "H", "H", "H", "H", "H", "H", "H", "H"], "coordinates": [[1.714, -0.434, -0.945], [0.472, 0.369, -0.644], [0.474, 1.957, -0.810], [-0.708, -0.277, 0.166], [-1.690, 0.658, 0.816], [-0.548, -2.008, 0.798], [2.441, -0.602, -0.162], [2.297, -0.125, -1.782], [1.483, -1.513, -0.998], [0.882, 2.121, -1.838], [1.208, 2.175, -0.029], [-0.511, 2.421, -0.633], [-1.936, 1.551, 0.249], [-2.691, 0.175, 0.983], [-1.290, 0.938, 1.791], [0.724, -2.349, 1.537], [-0.583, -2.933, -0.374], [-1.740, -2.124, 1.874]], "nbo_charge": [-0.698, 0.123, -0.663, -0.492, -0.653, 0.849, 0.235, 0.222, 0.232, 0.219, 0.226, 0.225, 0.211, 0.216, 0.216, -0.167, -0.155, -0.149], "homo_energy_ha": -0.300, "smiles": "CC(C)=C(C)[SiH3]", "gap_ev": 9.1}

(2)
{"formula": "C5H12Si", "method": "ωB97M-V/def2-TZVPD", "symbols": ["C", "C", "C", "C", "C", "Si", "H", "H", "H", "H", "H", "H", "H", "H", "H", "H", "H", "H"], "coordinates": [[-0.252, 1.296, -0.024], [0.172, -0.171, 0.339], [2.775, -0.069, 0.046], [-3.110, -0.303, 0.441], [1.417, -0.653, -0.326], [-1.537, -0.075, -0.540], [-0.469, 1.929, 0.747], [0.320, 1.774, -0.776], [0.139, -0.231, 1.456], [2.729, 0.986, 0.070], [3.465, -0.443, -0.601], [3.184, -0.334, 1.101], [-4.088, -0.655, 0.003], [-2.836, -1.092, 1.144], [-3.365, 0.662, 0.878], [1.533, -1.714, 0.026], [1.104, -0.869, -1.332], [-1.528, -0.358, -2.405]], "nbo_charge": [-0.783, -0.571, -0.596, -1.134, -0.427, 1.198, 0.216, 0.224, 0.226, 0.202, 0.210, 0.199, 0.265, 0.251, 0.255, 0.201, 0.219, -0.154], "homo_energy_ha": -0.314, "gap_ev": 9.6}

List of relative energies, unit kcal/mol: (1) 0.0; (2) 3.9